1.
Below is a cluster of 2 separate species, C19H26ClF13NO4S in total, with properties calculated with wB97M-V/def2-TZVPD.

Geometry as XYZ:
```
65
Properties=species:S:1:pos:R:3:forces:R:3:lowdin_charge:R:1
O 0.655 -5.726 1.380 -0.074 0.177 0.125 -0.196
S 1.038 -4.469 1.918 -0.026 -0.167 -0.020 0.624
O 1.448 -4.317 3.262 0.088 -0.068 -0.311 -0.187
O 2.143 -3.843 0.923 0.081 0.250 0.222 -0.198
C 1.530 -3.127 -0.122 0.070 -0.336 0.121 -0.647
Cl 2.521 -1.700 -0.503 0.127 -0.147 -0.032 0.722
C 0.123 -2.699 0.375 0.092 0.169 -0.707 -0.326
C -0.995 -2.985 -0.637 0.104 -0.079 -0.108 -0.082
C -1.888 -1.782 -0.967 0.232 -0.004 0.055 -0.051
C -2.732 -1.190 0.148 -0.068 0.017 -0.126 -0.418
F -3.349 -0.067 -0.319 0.125 -0.108 0.048 0.121
F -1.917 -0.794 1.173 -0.108 -0.041 -0.099 0.113
C -3.840 -2.062 0.803 -0.026 0.061 0.048 -0.347
F -3.282 -3.226 1.198 -0.007 0.020 -0.021 0.152
F -4.280 -1.419 1.898 0.027 -0.012 -0.037 0.168
C -5.085 -2.335 -0.103 -0.029 0.021 -0.064 -0.323
F -5.861 -1.242 -0.070 0.055 -0.103 0.008 0.173
F -4.700 -2.527 -1.391 -0.006 0.028 0.176 0.140
C -5.958 -3.556 0.351 0.055 -0.069 -0.178 -0.335
F -5.939 -3.612 1.688 0.042 -0.001 0.059 0.175
F -7.224 -3.322 -0.036 -0.008 -0.011 0.015 0.168
C -5.534 -4.958 -0.227 -0.015 -0.010 0.106 -0.324
F -5.788 -5.881 0.712 0.055 0.053 -0.103 0.174
F -4.208 -4.980 -0.490 -0.147 0.061 -0.004 0.144
C -6.296 -5.393 -1.523 0.137 0.170 0.049 -0.566
F -5.588 -6.331 -2.136 0.103 -0.201 -0.049 0.195
F -6.458 -4.374 -2.366 0.099 0.108 -0.041 0.182
F -7.482 -5.881 -1.211 -0.252 -0.059 0.101 0.203
O -0.070 -3.375 1.611 -0.178 0.091 0.223 -0.143
H 1.528 -3.744 -1.020 -0.112 0.078 0.022 0.122
H 0.177 -1.629 0.576 -0.088 -0.114 0.282 0.119
H -1.565 -3.851 -0.299 0.007 0.068 0.024 0.127
H -0.535 -3.283 -1.585 -0.059 0.026 0.072 0.129
H -2.527 -2.026 -1.813 -0.061 0.026 0.095 0.129
H -1.245 -0.954 -1.292 -0.121 -0.022 0.045 0.129
C 0.923 1.365 -0.537 -0.143 0.179 -0.070 -0.123
C 1.200 2.686 -1.252 0.044 -0.082 0.087 -0.243
C 2.678 2.892 -1.586 -0.117 0.123 -0.041 -0.174
C 3.679 2.962 -0.440 0.051 -0.084 -0.145 -0.100
N 3.481 4.025 0.629 0.031 -0.006 0.152 -0.256
C 4.829 4.298 1.265 0.043 0.019 -0.061 -0.100
C 5.491 5.302 0.344 -0.041 0.006 -0.051 -0.138
C 4.333 6.209 -0.100 0.036 -0.044 -0.032 -0.114
C 3.057 5.371 0.079 0.031 0.152 -0.021 -0.074
C 2.533 3.548 1.681 -0.031 0.016 -0.068 0.022
H 1.532 1.238 0.359 -0.018 -0.041 0.017 0.054
H -0.123 1.306 -0.233 0.011 -0.034 0.011 0.079
H 1.134 0.521 -1.193 0.002 0.050 0.001 0.034
H 0.809 3.529 -0.675 0.010 0.007 -0.002 0.095
H 0.643 2.706 -2.190 0.007 0.007 -0.010 0.119
H 2.798 3.764 -2.233 0.005 0.001 0.008 0.114
H 3.013 2.046 -2.193 0.052 -0.013 0.025 0.133
H 4.664 3.147 -0.866 -0.005 -0.004 0.002 0.129
H 3.734 2.016 0.099 -0.026 0.020 0.040 0.132
H 4.636 4.725 2.248 -0.006 0.006 0.009 0.141
H 5.358 3.354 1.378 -0.019 -0.011 0.061 0.144
H 5.950 4.805 -0.510 0.014 0.010 0.006 0.114
H 6.278 5.849 0.856 -0.002 -0.011 0.027 0.128
H 4.456 6.541 -1.129 -0.023 -0.014 -0.009 0.121
H 4.276 7.102 0.519 0.002 -0.015 0.027 0.121
H 2.504 5.225 -0.841 -0.039 -0.059 0.022 0.115
H 2.383 5.811 0.810 0.004 0.000 0.012 0.136
H 2.900 2.606 2.080 -0.008 -0.005 0.015 0.118
H 1.544 3.417 1.255 0.013 -0.045 -0.018 0.094
H 2.492 4.294 2.470 0.009 0.001 0.008 0.113
```
Forces are in eV/Å.

Computed properties:
highest occupied orbital energy = -13.367 eV
LUMO energy = -2.48 eV
frontier orbital gap = 10.9 eV
total charge = +1
maximum force = 0.7 eV Å⁻¹


2.
Below is the molecule C18H25N3O3 at a distorted geometry, with properties calculated with wB97M-V/def2-TZVPD.

Geometry as XYZ:
```
49
Properties=species:S:1:pos:R:3:forces:R:3:lowdin_charge:R:1
C 3.656 -1.120 -3.291 0.152 0.006 0.171 -0.090
O 2.726 -1.170 -4.345 -0.312 -0.029 -0.210 -0.083
C 1.410 -1.352 -4.040 -0.126 -0.038 -0.044 -0.266
C 0.531 -1.376 -5.124 0.148 0.021 -0.004 -0.012
C -0.820 -1.550 -4.914 0.112 0.001 -0.078 -0.078
C -1.319 -1.698 -3.629 -0.028 -0.033 0.231 -0.054
C -0.454 -1.682 -2.547 -0.180 -0.022 -0.234 -0.219
C -0.962 -1.862 -1.139 0.036 -0.008 0.089 -0.147
N -0.262 -0.984 -0.221 -0.011 -0.058 -0.059 -0.146
C -0.604 0.412 -0.420 0.141 0.211 0.044 -0.150
C 0.304 1.304 0.417 -0.287 0.060 -0.339 -0.142
N 0.237 0.920 1.819 0.080 0.024 0.083 -0.183
C 1.044 1.803 2.652 0.191 0.035 -0.017 -0.125
C 0.420 3.155 2.727 -0.214 0.541 0.102 -0.298
C -0.874 3.483 3.217 0.061 0.638 -0.119 0.014
C -0.932 4.833 3.061 -0.055 -0.866 0.136 -0.095
O 0.212 5.279 2.531 -0.452 0.545 0.110 -0.030
N 1.040 4.233 2.325 0.864 -0.825 -0.258 0.106
C 0.638 -0.472 1.941 -0.019 -0.376 0.006 -0.138
C -0.334 -1.381 1.178 0.123 -0.010 0.231 -0.279
C -1.781 -1.423 1.736 0.178 0.078 0.184 -0.118
C -1.942 -1.134 3.229 -0.168 -0.429 -0.121 -0.273
O -1.925 0.240 3.518 0.135 0.437 0.154 -0.088
C 0.910 -1.513 -2.755 0.293 0.013 -0.060 0.021
H 3.442 -0.294 -2.605 0.000 -0.042 -0.008 0.093
H 4.625 -0.957 -3.760 -0.047 -0.013 0.081 0.093
H 3.679 -2.060 -2.730 -0.011 0.046 -0.005 0.095
H 0.935 -1.253 -6.117 0.047 0.024 -0.127 0.115
H -1.494 -1.565 -5.757 -0.044 0.008 -0.086 0.104
H -2.379 -1.828 -3.470 -0.118 0.007 0.042 0.107
H -2.054 -1.710 -1.122 0.054 -0.064 -0.009 0.126
H -0.764 -2.893 -0.825 -0.081 0.023 0.041 0.136
H -1.656 0.630 -0.171 0.054 -0.004 -0.048 0.124
H -0.459 0.644 -1.478 -0.040 0.056 0.060 0.128
H 1.339 1.221 0.045 -0.027 0.018 0.050 0.131
H -0.013 2.345 0.320 0.044 -0.033 -0.040 0.127
H 1.080 1.381 3.661 0.050 -0.007 -0.087 0.137
H 2.073 1.908 2.275 -0.055 -0.061 0.064 0.133
H -1.611 2.817 3.612 -0.256 -0.127 0.118 0.101
H -1.685 5.563 3.278 -0.080 0.173 0.014 0.123
H 1.645 -0.630 1.518 -0.056 0.008 0.064 0.135
H 0.670 -0.748 2.996 -0.025 0.040 0.019 0.121
H 0.081 -2.396 1.239 -0.004 0.115 0.014 0.148
H -2.395 -0.690 1.208 -0.087 -0.056 -0.006 0.110
H -2.196 -2.410 1.523 -0.041 -0.001 -0.050 0.114
H -2.918 -1.500 3.564 0.142 -0.057 -0.025 0.116
H -1.172 -1.667 3.809 -0.103 -0.026 -0.030 0.113
H -1.246 0.648 2.948 -0.095 0.015 -0.118 0.032
H 1.552 -1.499 -1.889 0.116 0.040 0.074 0.108
```
Forces are in eV/Å.

Computed properties:
highest occupied orbital energy = -8.530 eV
LUMO energy = 0.68 eV
energy above the lowest of the compared OMol25 structures with the same formula, charge and spin = 4.434 eV
frontier orbital gap = 9.2 eV
SMILES string = COc1cccc(CN2CCN(Cc3ccon3)C[C@H]2CCO)c1
maximum force = 1.2 eV Å⁻¹


3.
Below is a structure of composition C52H51CoN4OPSe2Te at a distorted geometry, with properties calculated with wB97M-V/def2-TZVPD.

Geometry as XYZ:
```
113
Properties=species:S:1:pos:R:3:forces:R:3:lowdin_charge:R:1
Co -0.390 1.885 0.458 -0.471 0.425 -0.384 0.240
C -0.753 1.989 4.669 0.053 -0.045 0.023 -0.073
C 0.573 1.958 5.078 -0.007 0.002 -0.065 -0.078
C 1.576 1.954 4.123 0.033 0.032 0.036 -0.025
C 1.274 1.982 2.760 0.059 -0.070 -0.035 -0.180
C -0.061 1.944 2.356 0.219 0.287 0.178 -0.193
C -1.061 1.971 3.315 -0.176 0.018 -0.044 -0.100
C 2.322 2.071 1.720 0.041 0.147 -0.006 -0.219
C 3.701 2.104 2.046 0.073 0.081 0.140 0.005
C 4.629 2.191 1.060 -0.036 -0.040 -0.019 0.009
C 4.211 2.213 -0.289 -0.014 0.074 -0.005 -0.152
C 5.121 2.239 -1.369 0.005 -0.026 -0.022 -0.031
C 4.666 2.235 -2.657 -0.028 -0.008 0.027 -0.067
C 3.278 2.188 -2.911 0.093 0.019 -0.001 -0.054
C 2.381 2.171 -1.882 -0.078 -0.080 0.001 -0.040
C 2.822 2.192 -0.541 0.061 -0.046 -0.087 -0.187
N 1.906 2.147 0.474 -0.119 -0.140 -0.027 0.123
H -1.551 2.027 5.401 0.022 -0.023 -0.022 0.106
H 0.826 1.958 6.130 -0.008 -0.017 -0.015 0.104
H 2.605 1.945 4.456 -0.009 0.032 -0.009 0.100
H -2.103 2.010 3.031 0.014 -0.007 -0.041 0.075
H 4.017 2.067 3.078 -0.024 -0.013 -0.025 0.103
H 5.687 2.233 1.292 -0.020 -0.043 -0.007 0.123
H 6.184 2.234 -1.156 -0.028 0.062 0.006 0.113
H 5.364 2.261 -3.485 -0.020 -0.038 0.024 0.105
H 2.924 2.155 -3.933 -0.017 0.016 0.034 0.114
H 1.320 2.100 -2.082 0.051 0.006 0.010 0.015
Se -1.235 1.483 -2.298 0.031 0.014 0.242 0.513
P -0.529 4.108 -1.706 0.008 0.473 -0.208 0.508
Se -0.563 4.345 0.466 0.034 -0.144 0.202 0.515
C 0.883 5.033 -2.406 0.223 -0.226 0.130 -0.401
C 1.140 4.914 -3.774 -0.033 0.084 -0.024 -0.104
C 2.341 5.357 -4.305 -0.003 0.022 0.004 -0.089
C 3.313 5.907 -3.477 -0.042 -0.043 0.019 -0.088
C 3.064 6.033 -2.118 -0.009 -0.028 -0.046 -0.077
C 1.862 5.589 -1.583 -0.033 0.108 -0.037 -0.120
C -2.027 4.895 -2.395 -0.115 -0.175 -0.011 -0.421
C -2.907 5.643 -1.617 0.039 0.064 -0.039 -0.119
C -4.064 6.170 -2.174 -0.004 0.004 -0.047 -0.083
C -4.358 5.951 -3.513 0.040 -0.056 0.031 -0.086
C -3.497 5.187 -4.290 0.008 0.027 -0.010 -0.079
C -2.347 4.649 -3.732 -0.026 0.002 0.008 -0.125
H 0.412 4.451 -4.428 0.033 -0.006 0.017 0.093
H 2.533 5.252 -5.366 -0.028 0.000 0.014 0.105
H 4.265 6.217 -3.890 -0.030 0.045 0.006 0.102
H 3.814 6.467 -1.469 -0.024 -0.023 0.014 0.105
H 1.680 5.672 -0.519 0.023 -0.042 0.002 0.055
H -2.682 5.812 -0.571 -0.005 0.009 0.002 0.051
H -4.740 6.752 -1.560 0.026 -0.005 0.003 0.103
H -5.263 6.357 -3.947 0.013 0.011 0.014 0.102
H -3.731 4.996 -5.330 0.009 -0.011 0.025 0.105
H -1.713 4.009 -4.334 -0.028 0.014 0.022 0.078
N -3.615 0.916 1.269 -0.077 0.039 -0.128 -0.031
N -2.797 1.904 0.637 0.076 -0.059 0.135 -0.109
H -4.506 1.302 1.553 -0.033 0.054 0.056 0.078
H -3.138 0.550 2.079 0.103 -0.136 -0.004 0.020
H -2.947 2.837 1.008 -0.022 0.077 0.036 0.041
H -3.062 1.921 -0.340 0.074 0.023 -0.104 0.013
C -2.349 -7.564 4.798 -0.012 0.030 -0.036 -0.055
C -2.098 -6.323 3.981 -0.008 -0.027 0.000 -0.274
C -0.991 -5.518 4.207 0.028 -0.006 0.013 -0.025
C -0.763 -4.360 3.469 0.042 0.169 -0.071 -0.313
C 0.449 -3.519 3.807 -0.146 -0.102 -0.016 -0.093
C -1.666 -3.992 2.458 -0.238 0.099 0.018 -0.389
Te -1.361 -2.123 1.413 -0.113 -0.943 0.631 1.502
N -0.136 0.090 0.306 0.339 -0.367 -0.863 -0.048
C 0.765 -0.454 -0.563 0.216 -0.115 0.231 -0.616
O 0.571 -0.526 -1.776 -0.175 0.168 -0.026 -0.081
C 2.061 -0.978 -0.004 -0.013 0.167 0.125 -0.156
C 3.086 -1.262 -0.902 0.047 -0.084 -0.027 -0.016
C 4.336 -1.643 -0.437 -0.052 0.000 0.030 -0.071
C 4.569 -1.742 0.930 -0.035 -0.014 -0.024 -0.083
C 3.544 -1.471 1.828 -0.038 -0.042 0.024 -0.077
C 2.295 -1.084 1.364 0.012 0.027 -0.019 -0.062
C -1.349 -3.016 -0.517 0.012 0.097 -0.110 -0.385
C -0.417 -4.011 -0.834 0.014 0.072 0.082 -0.282
C 0.648 -4.488 0.121 -0.085 -0.002 -0.129 -0.061
C -0.461 -4.593 -2.101 0.012 -0.002 0.009 -0.016
C -1.381 -4.203 -3.056 -0.019 -0.019 -0.053 -0.265
C -1.393 -4.815 -4.433 -0.029 0.063 0.084 -0.052
C -2.284 -3.198 -2.726 0.005 0.001 0.011 -0.015
C -2.287 -2.593 -1.478 0.031 -0.020 0.027 -0.304
C -3.291 -1.501 -1.208 0.171 -0.097 -0.061 -0.105
C -2.799 -4.790 2.227 -0.007 0.071 0.021 -0.291
C -3.846 -4.446 1.195 0.171 -0.064 0.103 -0.068
C -2.991 -5.939 2.990 0.019 0.012 -0.033 -0.025
H -1.549 -7.735 5.518 -0.012 0.005 -0.021 0.071
H -2.424 -8.443 4.155 0.013 0.002 0.027 0.079
H -3.289 -7.482 5.347 0.022 -0.011 0.002 0.079
H -0.288 -5.788 4.990 -0.024 0.002 -0.034 0.111
H 0.962 -3.915 4.684 -0.031 -0.008 -0.018 0.074
H 0.161 -2.487 4.013 0.078 0.016 0.034 0.056
H 1.158 -3.498 2.977 0.011 0.049 -0.001 0.052
H 2.891 -1.169 -1.963 -0.031 0.019 0.019 0.121
H 5.130 -1.859 -1.142 -0.007 0.017 0.021 0.103
H 5.549 -2.026 1.296 -0.035 -0.021 -0.015 0.101
H 3.717 -1.554 2.895 0.011 0.010 -0.029 0.107
H 1.500 -0.847 2.061 -0.022 -0.041 -0.001 0.084
H 0.865 -3.729 0.868 0.063 0.015 0.053 0.014
H 1.569 -4.711 -0.419 -0.034 -0.021 -0.012 0.083
H 0.327 -5.395 0.640 -0.004 0.036 0.049 0.091
H 0.263 -5.366 -2.344 -0.009 0.034 0.008 0.116
H -0.670 -5.626 -4.512 -0.016 0.011 -0.008 0.071
H -1.147 -4.061 -5.185 0.008 -0.040 -0.011 0.081
H -2.382 -5.208 -4.676 0.027 -0.011 -0.009 0.078
H -3.004 -2.868 -3.470 0.029 0.005 0.028 0.119
H -3.696 -1.121 -2.147 -0.011 -0.027 0.015 0.074
H -2.828 -0.675 -0.674 -0.071 0.079 0.022 -0.008
H -4.119 -1.862 -0.594 0.009 0.023 0.036 0.071
H -3.860 -3.374 1.009 -0.064 0.037 -0.033 0.018
H -4.834 -4.754 1.537 0.013 -0.041 -0.024 0.079
H -3.638 -4.947 0.246 0.002 0.049 -0.018 0.091
H -3.878 -6.542 2.815 0.038 0.016 -0.012 0.119
```
Forces are in eV/Å.

Computed properties:
highest occupied orbital energy (spin up / spin down) = -6.606 / -6.956 eV
multiplicity = 6
LUMO energy (spin up / spin down) = -1.05 / -1.48 eV
energy above the lowest of the compared OMol25 structures with the same formula, charge and spin = 0.841 eV
frontier orbital gap (spin up / spin down) = 5.6 / 5.5 eV
<S²> = 8.91
maximum force = 1.1 eV Å⁻¹


- The highest maximum force belongs to which entry?
  C18H25N3O3